A cluster of 8 separate species, C42H97N3O8 in total in a non-equilibrium geometry. Source: the OMol25 dataset; level of theory: ωB97M-V/def2-TZVPD.

Positions of all 150 atoms, in Å:
C 1.955 2.453 3.603
C 1.775 1.143 4.411
C 0.655 0.306 3.791
C 3.005 0.247 4.184
C 4.229 0.693 4.954
C 3.896 0.801 6.448
C 2.674 1.693 6.748
C 2.217 1.379 8.164
C 3.137 3.168 6.758
N 1.565 1.389 5.830
O 0.425 2.180 6.097
H 2.884 2.978 3.793
H 1.945 2.137 2.552
H 1.054 3.062 3.677
H -0.319 0.763 3.618
H 0.883 -0.257 2.887
H 0.401 -0.459 4.537
H 2.786 -0.797 4.424
H 3.246 0.283 3.117
H 5.062 0.012 4.774
H 4.540 1.675 4.585
H 4.840 1.206 6.822
H 3.730 -0.156 6.944
H 1.723 0.407 8.274
H 1.354 1.980 8.480
H 2.996 1.561 8.902
H 2.388 3.839 7.180
H 3.489 3.550 5.803
H 3.957 3.226 7.479
H -0.145 1.546 6.547
C -3.625 4.842 -7.256
C -3.411 4.646 -5.765
C -1.945 4.931 -5.357
C -4.317 5.584 -4.971
C -4.505 5.273 -3.465
C -4.906 3.837 -3.324
C -3.983 2.827 -4.055
C -2.713 2.645 -3.208
C -4.773 1.509 -3.924
N -3.847 3.281 -5.439
O -3.048 2.323 -6.122
H -4.642 4.596 -7.576
H -3.494 5.870 -7.604
H -2.992 4.221 -7.891
H -1.740 4.774 -4.300
H -1.235 4.295 -5.880
H -1.712 5.971 -5.591
H -3.910 6.601 -4.942
H -5.290 5.742 -5.444
H -3.532 5.429 -2.992
H -5.301 5.816 -2.954
H -5.915 3.713 -3.738
H -5.006 3.542 -2.275
H -1.868 2.189 -3.744
H -2.746 1.870 -2.435
H -2.361 3.568 -2.747
H -4.194 0.663 -4.323
H -5.573 1.557 -4.669
H -4.979 1.257 -2.891
H -3.618 1.928 -6.791
C 1.041 -3.469 3.108
C 0.683 -4.911 3.403
C -0.489 -5.311 2.521
C 1.889 -5.813 3.044
C 3.105 -5.627 3.952
C 2.649 -5.868 5.376
C 1.401 -5.117 5.881
C 0.938 -5.887 7.089
C 1.697 -3.637 6.289
N 0.384 -5.194 4.832
O -0.798 -4.523 5.229
H 0.370 -2.715 3.540
H 2.036 -3.142 3.420
H 1.022 -3.194 2.048
H -1.299 -4.586 2.649
H -0.237 -5.269 1.461
H -0.902 -6.289 2.765
H 1.562 -6.848 3.164
H 2.216 -5.609 2.021
H 3.836 -6.361 3.617
H 3.481 -4.600 3.910
H 3.555 -5.874 5.992
H 2.396 -6.937 5.423
H 0.572 -6.879 6.821
H 0.066 -5.411 7.552
H 1.637 -5.975 7.921
H 0.795 -3.161 6.662
H 2.125 -3.091 5.447
H 2.515 -3.572 7.010
H -0.615 -3.577 5.087
C 3.861 -3.049 -3.180
C 2.585 -3.875 -3.021
C 1.462 -3.317 -3.867
O 2.986 -5.198 -3.426
H 4.182 -3.174 -4.218
H 4.638 -3.294 -2.462
H 3.618 -1.986 -3.102
H 2.403 -3.858 -1.942
H 0.525 -3.767 -3.522
H 1.510 -3.572 -4.924
H 1.378 -2.242 -3.716
H 2.416 -5.852 -3.009
C -3.578 1.963 1.001
C -3.402 0.539 1.575
C -3.865 -0.558 0.611
O -1.994 0.286 1.809
H -3.015 2.615 1.676
H -4.615 2.278 1.122
H -3.200 1.995 -0.015
H -3.849 0.448 2.568
H -3.735 -1.464 1.217
H -3.312 -0.718 -0.312
H -4.938 -0.548 0.418
H -1.793 0.848 2.563
C -1.700 -2.829 -6.085
C -1.952 -1.455 -5.450
C -1.700 -1.429 -3.943
O -1.188 -0.486 -6.136
H -2.431 -3.591 -5.815
H -0.717 -3.160 -5.745
H -1.691 -2.751 -7.171
H -3.016 -1.220 -5.590
H -1.761 -0.393 -3.590
H -0.682 -1.682 -3.642
H -2.356 -1.995 -3.281
H -1.702 0.328 -6.167
C 1.177 -0.797 -0.224
C 0.521 0.522 -0.592
C 1.033 1.064 -1.910
O -0.873 0.332 -0.744
H 1.289 -1.333 -1.173
H 0.619 -1.346 0.530
H 2.215 -0.652 0.093
H 0.708 1.277 0.186
H 0.645 2.024 -2.259
H 0.856 0.373 -2.740
H 2.109 1.270 -1.923
H -1.292 0.025 0.075
C 2.260 2.473 -5.418
C 1.569 3.830 -5.476
C 1.491 4.584 -4.177
O 2.226 4.587 -6.522
H 2.463 2.087 -6.411
H 1.547 1.804 -4.923
H 3.149 2.571 -4.788
H 0.606 3.618 -5.940
H 0.936 5.511 -4.328
H 2.440 4.901 -3.739
H 0.971 3.943 -3.462
H 3.165 4.634 -6.306

Output
Energy relative to the best compared isomer or geometry (same formula, charge and spin) = 13.8 kcal/mol
SMILES = CC1(C)CCCC(C)(C)N1O.CC1(C)CCCC(C)(C)N1O.CC1(C)CCCC(C)(C)N1O.CC(C)O.CC(C)O.CC(C)O.CC(C)O.CC(C)O
Total charge = 0
Lowest unoccupied orbital energy = 0.307 eV
Gap between HOMO and LUMO = 8.842 eV
E_HOMO = -8.5 eV

A cluster of 7 separate species, C43H100N7O3 in total in a non-equilibrium geometry. Source: the OMol25 dataset; level of theory: ωB97M-V/def2-TZVPD.

Positions of all 153 atoms, in Å:
N 3.764 -0.074 -2.023
H 3.900 0.771 -2.579
H 2.833 -0.031 -1.555
H 4.484 -0.346 -1.357
H 3.701 -0.834 -2.708
N 0.054 0.229 -0.617
O -0.405 -0.920 -0.714
O -0.693 1.218 -0.545
O 1.274 0.450 -0.878
C -1.711 -3.804 -4.534
C -1.465 -2.394 -3.954
C -0.311 -1.750 -4.721
C 0.109 -0.358 -4.230
N -0.676 0.819 -4.789
C -1.962 1.082 -4.034
C -2.266 2.560 -4.139
C -0.996 3.292 -4.632
C 0.055 2.185 -4.661
C -1.056 0.600 -6.233
H -1.674 -3.824 -5.619
H -2.700 -4.097 -4.186
H -0.916 -4.402 -4.086
H -1.406 -2.426 -2.861
H -2.401 -1.816 -3.989
H -0.306 -1.923 -5.793
H 0.554 -2.338 -4.383
H 1.073 -0.190 -4.724
H 0.147 -0.099 -3.173
H -2.768 0.536 -4.524
H -1.928 0.746 -2.998
H -3.100 2.818 -4.793
H -2.634 2.964 -3.195
H -1.148 3.685 -5.637
H -0.763 4.177 -4.046
H 0.731 2.260 -5.509
H 0.467 1.995 -3.667
H -1.483 1.511 -6.652
H -1.802 -0.182 -6.334
H -0.168 0.409 -6.835
C 0.930 4.409 -1.324
C 1.836 5.158 -0.363
C 3.220 4.560 -0.119
C 4.136 5.413 0.796
N 5.546 4.930 1.113
C 6.314 6.063 1.758
C 7.138 5.378 2.834
C 6.249 4.256 3.366
C 5.406 3.803 2.160
C 6.195 4.422 -0.144
H -0.054 4.836 -1.517
H 0.810 3.330 -1.186
H 1.307 4.415 -2.359
H 1.329 5.390 0.579
H 1.953 6.186 -0.723
H 3.673 4.380 -1.099
H 3.060 3.545 0.268
H 3.597 5.619 1.719
H 4.324 6.352 0.274
H 6.894 6.696 1.087
H 5.567 6.736 2.180
H 8.055 4.864 2.541
H 7.472 6.141 3.537
H 6.800 3.402 3.762
H 5.565 4.426 4.201
H 5.873 2.850 1.904
H 4.399 3.540 2.476
H 7.265 4.298 0.000
H 6.051 5.208 -0.886
H 5.688 3.543 -0.526
C -4.448 0.463 6.736
C -4.111 0.891 5.312
C -2.690 1.160 4.815
C -2.047 -0.085 4.181
N -0.495 -0.066 4.138
C -0.098 1.106 3.332
C 1.297 0.702 2.790
C 1.360 -0.803 2.812
C -0.009 -1.248 3.282
C 0.200 -0.013 5.497
H -5.404 0.866 7.050
H -3.706 0.844 7.448
H -4.296 -0.609 6.871
H -4.657 1.824 5.149
H -4.590 0.235 4.572
H -2.097 1.575 5.633
H -2.768 1.924 4.038
H -2.311 -0.310 3.154
H -2.270 -0.839 4.940
H -0.084 2.034 3.907
H -0.721 1.412 2.489
H 2.116 1.080 3.406
H 1.435 1.271 1.869
H 1.982 -1.194 3.624
H 1.708 -1.250 1.883
H -0.156 -2.232 3.720
H -0.623 -1.259 2.373
H -0.432 0.595 6.134
H 1.262 0.155 5.366
H 0.137 -1.033 5.883
C -4.906 3.022 -1.332
C -4.471 1.713 -0.701
C -5.566 0.692 -1.059
N -5.374 -0.695 -0.438
C -5.511 -0.692 1.070
C -4.018 -1.350 -0.714
C -4.243 -2.866 -0.866
C -5.767 -3.048 -0.976
C -6.398 -1.646 -1.081
H -5.017 2.833 -2.405
H -4.036 3.683 -1.371
H -5.782 3.470 -0.877
H -4.379 1.845 0.379
H -3.519 1.360 -1.099
H -5.657 0.570 -2.137
H -6.559 0.943 -0.682
H -4.671 -0.159 1.496
H -5.606 -1.708 1.446
H -6.478 -0.218 1.240
H -3.361 -0.990 0.075
H -3.568 -0.882 -1.593
H -3.806 -3.236 0.057
H -3.810 -3.077 -1.840
H -6.194 -3.463 -0.063
H -6.074 -3.656 -1.821
H -7.301 -1.351 -0.553
H -6.415 -1.437 -2.150
C 2.037 -8.068 2.319
C 2.245 -6.581 2.105
C 2.303 -6.251 0.625
N 2.229 -4.805 0.260
C 3.195 -4.020 1.106
C 2.605 -4.690 -1.217
C 1.440 -3.935 -1.839
C 0.223 -4.350 -0.996
C 0.845 -4.184 0.401
H 2.063 -8.409 3.355
H 2.987 -8.469 1.946
H 1.071 -8.428 1.975
H 3.094 -6.168 2.651
H 1.345 -6.145 2.566
H 1.486 -6.759 0.104
H 3.185 -6.777 0.249
H 2.806 -3.931 2.114
H 3.256 -3.036 0.636
H 4.214 -4.399 1.044
H 3.598 -4.260 -1.359
H 2.755 -5.660 -1.688
H 1.488 -2.845 -1.856
H 1.158 -4.277 -2.837
H -0.636 -3.758 -1.301
H -0.100 -5.390 -1.053
H 0.856 -3.158 0.762
H 0.246 -4.748 1.116

Output
Total charge = +5
Lowest unoccupied orbital energy = -11.118 eV
Gap between HOMO and LUMO = 9.221 eV
E_HOMO = -20.3 eV

A cluster of 13 separate species, C43H103N9O17 in total in a non-equilibrium geometry. Source: the OMol25 dataset; level of theory: ωB97M-V/def2-TZVPD.

Positions of all 172 atoms, in Å:
C -1.494 -2.775 4.863
C -0.080 -2.822 5.503
O 0.264 -3.743 6.235
N 0.701 -1.748 5.274
C 1.825 -1.536 6.145
H -2.122 -3.476 5.459
H -1.599 -3.137 3.855
H -1.887 -1.740 4.897
H 0.358 -0.884 4.889
H 2.130 -0.489 6.059
H 2.611 -2.250 5.986
H 1.488 -1.708 7.202
C -1.045 1.597 -4.894
C -2.090 2.660 -4.608
O -2.803 2.618 -3.568
N -2.170 3.721 -5.470
C -3.142 4.821 -5.275
H -1.579 0.690 -5.031
H -0.361 1.521 -4.073
H -0.464 1.777 -5.811
H -1.535 3.630 -6.269
H -4.147 4.392 -5.275
H -3.046 5.537 -6.100
H -3.082 5.354 -4.325
C -1.738 -2.584 -6.144
C -0.582 -2.221 -5.276
O -0.079 -1.134 -5.244
N -0.120 -3.230 -4.489
C 0.988 -3.006 -3.619
H -1.804 -2.051 -7.038
H -2.652 -2.476 -5.590
H -1.689 -3.572 -6.524
H -0.670 -4.054 -4.429
H 1.974 -3.275 -4.089
H 0.837 -3.450 -2.645
H 1.089 -1.971 -3.352
C 4.293 -1.042 3.219
C 5.460 -1.949 3.154
O 5.821 -2.587 2.197
N 6.230 -2.003 4.282
C 7.437 -2.813 4.349
H 3.993 -0.631 4.244
H 3.369 -1.515 2.807
H 4.451 -0.129 2.630
H 5.835 -1.711 5.158
H 7.220 -3.734 3.817
H 7.626 -3.022 5.421
H 8.257 -2.335 3.787
C 3.170 0.608 -1.407
C 3.795 1.455 -0.325
O 3.151 2.107 0.472
N 5.189 1.468 -0.297
C 5.785 2.473 0.613
H 3.443 0.984 -2.423
H 2.092 0.755 -1.364
H 3.499 -0.426 -1.328
H 5.756 1.065 -1.052
H 5.880 2.040 1.615
H 5.091 3.366 0.592
H 6.766 2.689 0.239
C 2.661 -3.167 -0.034
C 3.783 -2.990 -0.994
O 3.582 -3.111 -2.208
N 4.864 -2.431 -0.511
C 5.887 -1.997 -1.445
H 2.077 -4.015 -0.342
H 2.006 -2.314 -0.013
H 2.902 -3.369 1.025
H 5.079 -2.476 0.479
H 5.847 -0.933 -1.729
H 5.673 -2.511 -2.391
H 6.850 -2.227 -1.011
C -3.699 5.343 -1.216
C -3.394 4.935 0.183
O -2.334 4.427 0.511
N -4.284 5.276 1.193
C -3.779 5.249 2.586
H -4.746 5.491 -1.347
H -3.320 4.585 -1.935
H -3.200 6.288 -1.283
H -5.133 5.769 0.998
H -3.180 6.167 2.657
H -3.291 4.325 2.782
H -4.648 5.414 3.209
C -1.048 2.849 4.152
C 0.155 1.938 3.675
O 0.428 0.870 4.267
N 0.817 2.432 2.603
C 0.691 3.706 1.953
H -1.623 3.141 3.311
H -0.830 3.809 4.655
H -1.711 2.235 4.788
H 1.609 1.832 2.269
H 1.283 3.652 1.071
H 0.975 4.569 2.585
H -0.345 3.890 1.602
C -5.047 -0.423 -3.319
C -5.015 -1.870 -2.952
O -6.031 -2.531 -3.025
N -3.841 -2.436 -2.600
C -3.635 -3.902 -2.529
H -5.157 -0.345 -4.405
H -4.231 0.183 -2.963
H -5.929 0.061 -2.836
H -3.068 -1.811 -2.434
H -4.618 -4.365 -2.635
H -3.198 -4.164 -1.575
H -3.078 -4.225 -3.422
C -4.593 -3.169 0.588
O -4.829 -2.526 1.891
C -3.760 -1.709 2.350
C -4.054 -0.238 2.086
O -4.331 -0.092 0.691
C -4.969 1.183 0.390
H -4.589 -2.359 -0.219
H -5.421 -3.790 0.298
H -3.644 -3.642 0.511
H -2.749 -1.915 1.963
H -3.576 -1.893 3.423
H -3.138 0.284 2.337
H -4.886 0.173 2.617
H -4.898 1.283 -0.709
H -4.529 2.014 0.903
H -6.047 1.189 0.697
C 0.685 -6.155 3.906
O 0.354 -6.113 2.523
C -0.169 -4.898 2.108
C -0.483 -4.922 0.632
O -1.754 -5.532 0.325
C -1.807 -6.932 0.258
H 1.415 -5.406 4.149
H 1.276 -7.047 4.079
H -0.201 -6.069 4.542
H 0.544 -4.044 2.377
H -1.152 -4.721 2.581
H 0.366 -5.458 0.133
H -0.473 -3.893 0.205
H -1.968 -7.401 1.224
H -0.890 -7.308 -0.146
H -2.662 -7.186 -0.375
C 4.878 6.781 -2.007
O 3.790 6.619 -1.089
C 3.062 5.448 -1.295
C 1.833 5.745 -2.061
O 1.076 4.535 -2.389
C -0.187 4.920 -2.855
H 5.584 5.931 -1.926
H 5.358 7.714 -1.772
H 4.451 6.750 -3.023
H 2.731 4.983 -0.397
H 3.701 4.652 -1.654
H 2.179 6.317 -2.952
H 1.267 6.443 -1.399
H -0.032 5.379 -3.816
H -0.771 5.553 -2.169
H -0.726 3.976 -3.003
C -0.648 2.001 -0.899
O -0.088 0.729 -1.242
C -0.960 -0.341 -1.526
C -1.529 -0.899 -0.188
O -0.547 -1.580 0.560
C 0.287 -0.822 1.358
H -1.485 2.281 -1.589
H 0.100 2.788 -1.006
H -1.117 1.975 0.039
H -0.335 -1.066 -2.010
H -1.741 0.073 -2.180
H -2.356 -1.592 -0.270
H -1.975 -0.077 0.353
H -0.291 -0.267 2.100
H 0.958 -0.128 0.864
H 0.821 -1.455 2.072

Output
Energy relative to the best compared isomer or geometry (same formula, charge and spin) = 18.2 kcal/mol
Total charge = 0
Lowest unoccupied orbital energy = 0.450 eV
Gap between HOMO and LUMO = 9.375 eV
E_HOMO = -8.9 eV